No. 1
# C25H26Cl3NO4Re

A molecular structure, C25H26Cl3NO4Re (ωB97M-V/def2-TZVPD, the OMol25 dataset).

XYZ file:
```
60
Properties=species:S:1:pos:R:3:lowdin_spin:R:1
Re -1.02382 -0.54160 2.53797 2.41
C 2.48026 -1.69581 3.29734 0.02
C 1.41955 -2.48821 2.89316 0.00
C 0.26594 -2.56815 3.68218 0.02
C 0.19151 -1.84246 4.87743 0.00
C 1.27137 -1.07457 5.29146 0.02
C 2.40639 -0.99990 4.50016 0.00
H 3.36469 -1.62052 2.67861 0.00
H 1.48726 -3.06249 1.97888 0.00
H -0.52656 -3.25862 3.42382 0.00
H -0.69638 -1.91824 5.49132 0.00
H 1.21430 -0.51625 6.21657 0.00
H 3.23869 -0.38259 4.81292 0.00
O -1.63713 1.20616 2.02179 0.13
O 0.25236 0.76117 3.08159 0.05
Cl -2.87210 -1.45476 3.47757 0.17
C 0.83022 3.95192 2.48240 0.00
C 0.25603 2.81076 1.63883 0.00
C 1.39347 2.07643 0.92831 0.00
C -0.71320 3.37690 0.60208 0.00
C -0.50944 1.88951 2.59924 0.04
H 1.41507 4.63064 1.85745 0.00
H 1.48996 3.57006 3.26827 0.00
H 0.03435 4.53346 2.95704 0.00
H 1.84271 2.74364 0.18781 0.00
H 1.03649 1.18714 0.41329 0.00
H 2.17364 1.76904 1.62769 0.00
H -0.19475 4.12905 0.00180 0.00
H -1.57761 3.85430 1.07171 0.00
H -1.08372 2.59840 -0.06215 0.00
H -0.84224 2.46571 3.46350 0.00
Cl 2.67419 -0.39549 -3.55182 0.00
C 1.41877 0.78482 -3.77177 0.00
C 1.70863 1.93603 -4.48354 0.00
C 0.71690 2.88527 -4.66750 0.00
C -0.54543 2.69300 -4.13077 0.00
C -0.80837 1.54447 -3.40286 0.00
Cl -2.37457 1.36287 -2.68958 0.00
C 0.15767 0.54904 -3.21734 0.00
N -0.09424 -0.60230 -2.45921 0.00
C -0.93934 -1.64189 -2.83648 0.00
C -1.66241 -1.59607 -4.02837 0.00
C -2.53098 -2.61942 -4.37389 0.00
C -2.70007 -3.71391 -3.53992 0.00
C -1.95662 -3.77337 -2.37172 0.00
C -1.06718 -2.76879 -2.00943 0.00
C -0.20626 -2.97582 -0.77531 0.00
C -0.35492 -1.93830 0.30909 0.02
O -1.29622 -2.10019 1.18844 0.05
O 0.40861 -0.96921 0.40069 0.07
H 2.70087 2.07527 -4.89080 0.00
H 0.93133 3.78493 -5.22889 0.00
H -1.32540 3.43241 -4.25387 0.00
H 0.43916 -0.70037 -1.60772 0.00
H -1.54319 -0.74879 -4.69209 0.00
H -3.08317 -2.55179 -5.30408 0.00
H -3.38199 -4.51295 -3.79838 0.00
H -2.05449 -4.63366 -1.71735 0.00
H 0.85266 -2.99437 -1.04779 0.00
H -0.47124 -3.94153 -0.34776 0.00
```

## Properties
- Orbital gap (alpha / beta): 7.89 / 7.30 eV
- ⟨S²⟩: 3.767
- Relative energy (zero: lowest compared OMol25 entry of this formula, charge and spin): 0.0 kJ/mol
- LUMO (alpha / beta): 0.0 / -0.6 eV
- Molar mass: 697.05 g mol⁻¹
- Multiplicity: 4
- Net charge: 0
- HOMO (alpha / beta): -7.9 / -7.9 eV

***

No. 2
# C5H6Cl2

2 unconnected molecules or ions with the total composition C5H6Cl2 (ωB97M-V/def2-TZVPD, the OMol25 dataset).

XYZ file:
```
13
Properties=species:S:1:pos:R:3:lowdin_spin:R:1
C 2.57962 1.06208 -0.06932 0.34
C 1.24065 1.21683 -0.14671 0.11
C 0.44744 0.07687 -0.32513 1.09
C -2.45929 0.09893 0.27779 0.06
C -2.04856 -1.28016 0.65437 0.02
Cl 1.03224 -1.13178 -1.47860 0.18
Cl -1.76552 0.68599 -1.07384 0.14
H 3.31368 1.77292 0.21937 0.03
H 2.91821 0.20199 -0.53196 0.02
H 0.84806 2.13404 0.08120 0.00
H -3.01740 -1.71610 0.70860 0.00
H -1.71971 -1.24869 1.63998 0.00
H -1.36942 -1.87292 0.04424 0.00
```

## Properties
- Orbital gap (alpha / beta): 7.40 / 7.21 eV
- ⟨S²⟩: 2.065
- Relative energy (zero: lowest compared OMol25 entry of this formula, charge and spin): 434.1 kJ/mol
- LUMO (alpha / beta): -0.1 / -1.3 eV
- Molar mass: 137.01 g mol⁻¹
- Multiplicity: 3
- Net charge: 0
- HOMO (alpha / beta): -7.5 / -8.6 eV

***

No. 3
# C6H8N2

A molecular structure, C6H8N2 (ωB97M-V/def2-TZVPD, the OMol25 dataset).

XYZ file:
```
16
Properties=species:S:1:pos:R:3:nbo_charge:R:1
C -0.58033 -1.51257 -0.42179 -0.25
C 0.76953 -0.72643 -0.43556 -0.26
C 0.44955 0.63677 -0.92040 -0.09
C 0.81681 0.08416 0.95004 -0.08
C -0.77357 0.29734 1.03772 -0.14
C -0.99598 0.77053 -0.42993 -0.12
H -0.93683 -2.03862 -1.32390 0.21
H -0.49430 -2.01566 0.53851 0.21
H 1.43552 -1.44359 -0.76223 0.24
H 0.74727 1.23397 -1.81537 0.22
H 1.16292 2.10268 0.38430 0.34
H 1.65399 -0.35054 1.64343 0.23
H -1.35741 0.65784 1.92817 0.23
H -1.65647 1.60077 -0.58431 0.22
N 1.30093 1.24115 0.23889 -0.61
N -1.54162 -0.53779 -0.02756 -0.36
```

## Properties
- Orbital gap: 9.60 eV
- Relative energy (zero: lowest compared OMol25 entry of this formula, charge and spin): 448.6 kJ/mol
- LUMO: 1.1 eV
- Molar mass: 108.14 g mol⁻¹
- Multiplicity: 1
- Net charge: 0
- HOMO: -8.5 eV

***

No. 4
# C4H10N3S

A gas-phase ion, C4H10N3S (charge +1) (ωB97M-V/def2-TZVPD, the OMol25 dataset).

XYZ file:
```
18
Properties=species:S:1:pos:R:3:nbo_charge:R:1
C -0.02541 -1.35828 1.33563 0.21
C 0.43813 -1.25718 -0.08298 -0.56
C 0.23537 0.14416 -0.67093 0.54
C 0.94645 1.29387 -0.08371 -0.72
N 0.49507 -1.89207 2.27776 -0.55
N -1.72190 0.52971 0.38728 -1.07
N -0.15306 0.39623 -1.95257 -0.72
S -1.63101 -0.34593 1.69296 0.79
H 1.49999 -1.31936 -0.15066 0.30
H -0.27191 -1.99826 -0.62082 0.27
H 1.06824 1.34657 0.96108 0.25
H 0.45177 2.18943 -0.16109 0.25
H 1.84840 1.39905 -0.48821 0.25
H 0.14901 -1.93040 3.22637 0.40
H -1.63267 1.51943 0.45419 0.39
H -2.54413 -1.50130 1.33199 0.13
H -0.83971 -0.20052 -2.32978 0.41
H -0.05568 1.28601 -2.39098 0.42
```

## Properties
- Orbital gap: 9.20 eV
- Relative energy (zero: lowest compared OMol25 entry of this formula, charge and spin): 358.5 kJ/mol
- LUMO: -3.8 eV
- Molar mass: 132.21 g mol⁻¹
- Multiplicity: 1
- Net charge: +1
- HOMO: -13.0 eV

***

No. 5
# C4H3N3O

C4H3N3O in the gas phase (ωB97M-V/def2-TZVPD, the OMol25 dataset).

XYZ file:
```
11
Properties=species:S:1:pos:R:3:nbo_charge:R:1
N -2.32298 1.60981 0.37099 -0.23
C -2.01448 0.49190 0.05929 0.19
C -1.45354 -0.68075 -0.58180 -0.07
N -0.38167 -1.32745 -0.07581 -0.16
N 0.02735 -0.67999 1.13457 -0.24
C 1.06244 -0.01216 1.02701 0.03
C 1.54036 0.34749 -0.41358 0.33
O 2.63493 0.78072 -0.30493 -0.50
H -1.92900 -1.17860 -1.50482 0.25
H 1.83858 0.14757 1.81745 0.24
H 0.99801 0.50147 -1.52836 0.16
```

## Properties
- Orbital gap: 8.49 eV
- Relative energy (zero: lowest compared OMol25 entry of this formula, charge and spin): 396.2 kJ/mol
- LUMO: -1.3 eV
- Molar mass: 109.09 g mol⁻¹
- Multiplicity: 1
- SMILES: N#C/C=N\N=C/C=O
- Net charge: 0
- HOMO: -9.8 eV

***

No. 6
# C5H9N

C5H9N in the gas phase (ωB97M-V/def2-TZVPD, the OMol25 dataset).

XYZ file:
```
15
Properties=species:S:1:pos:R:3:nbo_charge:R:1
C -1.76180 -0.47632 -1.53016 -0.40
C -1.52584 -0.00144 -0.31694 -0.18
C -0.07704 0.25854 0.06243 -0.12
C 0.80716 0.96477 -0.92898 -0.65
C 0.37747 -0.37263 1.14197 0.01
N 1.71178 -0.36894 1.64077 -0.81
H -1.01927 -0.71298 -2.28411 0.19
H -2.73072 -0.66590 -1.98958 0.20
H -2.21819 0.26110 0.46764 0.21
H 0.49563 2.02650 -0.87912 0.22
H 0.63685 0.68328 -1.96098 0.22
H 1.85301 1.08386 -0.64842 0.21
H -0.17543 -1.09940 1.72705 0.19
H 2.39820 -0.32120 0.89552 0.36
H 1.91487 -1.22248 2.13084 0.36
```

## Properties
- Orbital gap: 8.94 eV
- Relative energy (zero: lowest compared OMol25 entry of this formula, charge and spin): 151.1 kJ/mol
- LUMO: 1.0 eV
- Molar mass: 83.13 g mol⁻¹
- Multiplicity: 1
- SMILES: C=C/C(C)=C/N
- Net charge: 0
- HOMO: -7.9 eV

***

No. 7
# C4H10N2

3 unconnected molecules or ions with the total composition C4H10N2 (ωB97M-V/def2-TZVPD, the OMol25 dataset).

XYZ file:
```
16
Properties=species:S:1:pos:R:3:nbo_charge:R:1
C 2.56645 -1.61105 0.59653 -0.22
C -0.83142 2.12963 -1.11098 -0.32
C -0.99828 0.77159 -1.37740 -0.03
C -0.42797 -0.52059 1.24976 -0.84
N -2.03590 -0.03331 -1.35799 -0.57
N 2.32140 -0.44948 0.96670 -0.21
H 3.57021 -1.92781 0.89625 0.22
H 1.89654 -2.21840 -0.01751 0.21
H 0.16493 2.54210 -1.12229 0.21
H -1.68517 2.74020 -0.84216 0.19
H -0.50632 0.54959 1.40826 0.22
H -1.36914 -0.96776 0.90468 0.23
H -0.09538 0.25802 -1.71632 0.17
H -2.84057 0.47126 -0.95508 0.31
H 0.25191 -0.66445 0.40482 0.21
H 0.01871 -1.06955 2.07270 0.21
```

## Properties
- Orbital gap: 3.07 eV
- Relative energy (zero: lowest compared OMol25 entry of this formula, charge and spin): 763.2 kJ/mol
- LUMO: -3.5 eV
- Molar mass: 86.14 g mol⁻¹
- Multiplicity: 1
- Net charge: 0
- HOMO: -6.6 eV

***

No. 8
# C4H10N

2 unconnected molecules or ions with the total composition C4H10N (ωB97M-V/def2-TZVPD, the OMol25 dataset).

XYZ file:
```
15
Properties=species:S:1:pos:R:3:nbo_charge:R:1
C 0.97194 1.16241 1.11227 -0.60
C 0.81830 -0.28255 0.28790 -0.19
C 1.13410 -0.72500 -1.22156 -0.64
C -2.64478 -0.24840 -0.12804 -0.11
N -1.67815 0.59776 -0.26401 0.05
H 0.09253 1.27203 1.70947 0.23
H 1.92519 1.18174 1.66889 0.26
H 1.14837 1.93810 0.33437 0.24
H 1.10786 -0.98569 1.06273 0.23
H -0.33320 -0.13253 0.29219 0.21
H 2.18649 -0.65222 -1.53342 0.27
H 0.79737 -1.81991 -1.33954 0.24
H -2.39129 -1.27619 -0.23758 0.28
H -3.63629 0.11798 0.15671 0.31
H 0.50155 -0.14752 -1.90039 0.22
```

## Properties
- Orbital gap: 7.00 eV
- Relative energy (zero: lowest compared OMol25 entry of this formula, charge and spin): 631.3 kJ/mol
- LUMO: -8.6 eV
- Molar mass: 72.13 g mol⁻¹
- Multiplicity: 1
- Net charge: +1
- HOMO: -15.6 eV

***

No. 9
# C38H32AsIrN8O7SSi

A molecular structure, C38H32AsIrN8O7SSi (ωB97M-V/def2-TZVPD, the OMol25 dataset).

XYZ file:
```
89
Properties=species:S:1:pos:R:3:mulliken_charge:R:1
Ir -0.66737 -0.58564 1.48577 0.87
O 1.97291 1.98834 -0.20623 -0.85
As 0.67594 2.45579 0.93697 0.62
O 1.21442 3.82529 1.59829 -0.78
O 0.77493 0.94715 1.90921 1.33
C -0.78817 2.17615 -0.28876 0.23
C -0.53157 2.19635 -1.65162 -0.65
C -1.57817 1.99151 -2.54612 -0.75
C -2.86327 1.76087 -2.08042 -0.68
C -3.12149 1.74412 -0.71414 -1.06
C -2.08117 1.94880 0.17058 0.02
S -2.35947 1.94286 1.92632 1.29
O -3.66142 2.47369 2.19109 -0.75
O -2.24558 0.51652 2.35235 -0.65
O -1.21652 2.72623 2.39601 -0.73
H 2.73474 2.53092 0.04421 0.27
H 0.47227 2.37082 -2.01218 0.64
H -1.38639 2.03322 -3.61139 0.53
H -3.67362 1.61060 -2.78268 0.56
H -4.12113 1.58856 -0.32918 0.54
C -4.10837 -3.76499 -1.27242 -1.33
N -3.46286 -3.10975 -0.13906 1.05
C -2.24315 -2.57431 -0.08310 0.03
N -2.11464 -1.89810 1.04618 -0.09
C -3.32406 -2.05602 1.66294 -0.32
N -4.16393 -2.78113 0.96663 -1.02
C -4.34413 -2.78224 -2.39460 0.85
C -5.60809 -2.29047 -2.68854 -0.79
C -5.77166 -1.32405 -3.67615 -0.75
C -4.67461 -0.80973 -4.34618 -0.95
C -3.40369 -1.28937 -4.04017 -0.04
C -3.25197 -2.29353 -3.09613 0.20
C -2.20928 -0.68867 -4.62822 0.54
N -2.09368 0.18364 -5.56695 -0.50
N -0.73785 0.47896 -5.66317 -0.51
C -0.14392 -0.24331 -4.77762 0.62
O -1.01145 -1.01735 -4.08329 -0.14
C 1.26853 -0.28758 -4.40482 -0.12
C 2.18892 0.53635 -5.04717 -0.98
C 3.51057 0.52067 -4.63876 -0.74
C 3.91418 -0.29828 -3.59078 -0.96
C 3.00127 -1.12645 -2.95295 0.77
C 3.43669 -2.01508 -1.80849 -1.04
N 2.40278 -2.11670 -0.79044 1.22
C 1.69738 -1.12046 -0.25219 -0.45
N 0.77187 -1.63436 0.54619 -0.02
C 0.98015 -2.97948 0.46774 -0.60
N 1.94861 -3.30959 -0.35436 -1.18
C 1.67819 -1.12233 -3.37261 0.28
H -5.04079 -4.17284 -0.89120 0.40
H -3.47484 -4.59010 -1.59939 0.32
H -1.48986 -2.65915 -0.84492 0.29
H -3.55673 -1.60828 2.61245 0.60
H -6.46805 -2.65379 -2.13941 0.42
H -6.76166 -0.95201 -3.90303 0.41
H -4.78514 -0.02983 -5.08790 0.52
H -2.26038 -2.67616 -2.89454 0.68
H 1.85550 1.18605 -5.84495 0.54
H 4.23099 1.16467 -5.12473 0.42
H 4.94607 -0.28014 -3.26049 0.45
H 4.35565 -1.63361 -1.36182 0.39
H 3.62170 -3.03599 -2.14018 0.32
H 1.86248 -0.07076 -0.45037 0.77
H 0.40193 -3.69665 1.02453 0.51
H 0.95041 -1.75207 -2.87749 0.61
C -0.00565 0.29273 7.29863 -0.43
C 0.94884 -0.64213 6.92114 -0.68
C 1.49833 -0.58987 5.64932 -0.53
C 1.10501 0.39407 4.73995 0.40
C 0.14554 1.32912 5.13307 0.20
C -0.40642 1.27590 6.40528 -0.90
Si 1.90383 0.45637 3.07499 -0.48
C 3.34909 1.62259 2.96359 0.30
C 4.40191 1.33107 2.09287 -0.28
C 5.46680 2.20776 1.93735 -0.59
C 5.49362 3.39021 2.66407 -0.47
C 4.46069 3.69181 3.54084 -0.67
C 3.39768 2.81481 3.68794 -0.07
H -0.43967 0.25199 8.28982 0.39
H 1.25962 -1.41299 7.61491 0.39
H 2.23581 -1.33193 5.36038 0.35
H -0.18521 2.09239 4.43949 0.42
H -1.15475 2.00214 6.69569 0.42
H 2.39741 -0.87478 2.66031 -0.33
H 4.39207 0.40074 1.53207 0.33
H 6.27730 1.96670 1.26064 0.40
H 6.32250 4.07715 2.54837 0.38
H 4.47914 4.61678 4.10211 0.39
H 2.58759 3.06954 4.36095 0.36
```

## Properties
- Orbital gap: 6.41 eV
- Relative energy (zero: lowest compared OMol25 entry of this formula, charge and spin): 0.0 kJ/mol
- LUMO: -0.5 eV
- Molar mass: 1040.01 g mol⁻¹
- Multiplicity: 1
- Net charge: 0
- HOMO: -6.9 eV